1.
{
  "formula": "C20H11Br4CaN5O2",
  "method": "ωB97M-V with the def2-TZVPD basis set",
  "e_lumo_ev": -0.89,
  "homo_lumo_gap_ev": 5.510,
  "max_force_ev_per_a": 1.58,
  "de_lowest_kcal_mol": 8.7,
  "spin_multiplicity": 1,
  "homo_ev": -6.40,
  "species": ["Ca", "N", "C", "N", "C", "N", "N", "C", "C", "C", "C", "C", "C", "N", "C", "C", "C", "C", "C", "C", "H", "H", "H", "H", "H", "H", "H", "H", "H", "H", "H", "Br", "C", "C", "Br", "C", "Br", "C", "O", "C", "O", "C", "Br"],
  "coordinates": [[-0.046, -0.708, -0.083], [4.501, -0.377, 0.047], [3.257, -0.785, -0.204], [2.208, -0.023, -0.238], [2.347, 1.344, 0.079], [1.381, 2.176, 0.249], [0.098, 1.634, -0.029], [-0.831, 1.914, 0.783], [-2.202, 1.305, 0.549], [-3.340, 1.926, 1.017], [-4.578, 1.349, 0.782], [-4.645, 0.164, 0.084], [-3.461, -0.398, -0.365], [-2.269, 0.157, -0.156], [3.721, 1.864, 0.254], [3.985, 3.222, 0.446], [5.276, 3.668, 0.626], [6.334, 2.753, 0.622], [6.096, 1.410, 0.433], [4.784, 0.979, 0.250], [5.235, -1.063, 0.094], [3.128, -1.850, -0.375], [-0.673, 2.528, 1.667], [-3.253, 2.851, 1.574], [-5.476, 1.828, 1.151], [-5.587, -0.329, -0.108], [-3.464, -1.336, -0.906], [3.148, 3.906, 0.457], [5.472, 4.721, 0.777], [7.349, 3.099, 0.767], [6.911, 0.697, 0.427], [-0.026, -6.375, 4.032], [-0.007, -4.586, 3.426], [-0.021, -3.528, 4.314], [-0.064, -3.837, 6.176], [0.002, -2.210, 3.821], [-0.017, -0.722, 4.982], [0.039, -1.919, 2.461], [0.076, -0.675, 1.995], [0.038, -3.030, 1.531], [0.058, -2.788, 0.220], [0.023, -4.322, 2.046], [0.047, -5.706, 0.757]],
  "lowdin_charge": [1.416, 0.130, -0.124, 0.026, -0.274, 0.099, -0.081, -0.084, -0.242, -0.010, -0.042, -0.041, -0.099, 0.002, -0.084, -0.010, -0.063, -0.065, -0.013, -0.174, 0.160, 0.152, 0.140, 0.121, 0.116, 0.112, 0.122, 0.113, 0.108, 0.110, 0.117, 0.681, -0.774, -0.775, 0.682, -0.656, 0.726, -0.435, -0.344, -0.446, -0.370, -0.658, 0.729]
}

***

2.
{
  "formula": "C4H6N2",
  "method": "ωB97M-V with the def2-TZVPD basis set",
  "e_lumo_ev": 1.08,
  "homo_lumo_gap_ev": 9.277,
  "max_force_ev_per_a": 0.61,
  "de_lowest_kcal_mol": 69.9,
  "smiles": "N=C=CN1CC1",
  "spin_multiplicity": 1,
  "homo_ev": -8.20,
  "species": ["N", "C", "C", "N", "C", "C", "H", "H", "H", "H", "H", "H"],
  "coordinates": [[-1.584, -0.618, 2.348], [-1.060, 0.117, 1.507], [-0.530, 0.911, 0.606], [0.438, 0.509, -0.355], [-0.026, 0.492, -1.735], [0.227, -0.773, -1.004], [-1.019, -0.667, 3.199], [-0.778, 1.967, 0.628], [0.689, 0.859, -2.467], [-1.065, 0.766, -1.909], [-0.641, -1.355, -0.696], [1.126, -1.352, -1.201]],
  "lowdin_charge": [0.125, -0.175, -0.151, -0.113, -0.142, -0.142, 0.069, 0.114, 0.100, 0.107, 0.105, 0.102]
}

***

3.
{
  "formula": "C3H7INP",
  "method": "ωB97M-V with the def2-TZVPD basis set",
  "e_lumo_ev": [-0.28, -0.50],
  "homo_lumo_gap_ev": [8.022, 7.308],
  "max_force_ev_per_a": 4.33,
  "de_lowest_kcal_mol": 86.9,
  "spin_multiplicity": 1,
  "homo_ev": [-8.30, -7.81],
  "species": ["C", "C", "C", "N", "P", "I", "H", "H", "H", "H", "H", "H", "H"],
  "coordinates": [[-0.510, -1.370, 0.176], [0.450, 1.661, -0.395], [-1.487, -0.591, -0.643], [0.217, -0.532, 1.256], [1.200, 0.732, 0.953], [-3.215, 0.170, 0.141], [-0.910, -2.203, 0.649], [0.258, -1.536, -0.698], [1.036, 1.868, -1.280], [-0.430, 2.202, -0.254], [-0.982, -0.030, -1.408], [0.109, -0.886, 2.261], [2.244, 0.355, 0.121]],
  "lowdin_charge": [-0.348, -0.253, -0.700, -0.369, 0.718, 0.801, 0.066, 0.134, -0.002, -0.041, -0.014, 0.099, -0.091]
}

***

4.
{
  "formula": "C2H2ClF2NO2",
  "method": "ωB97M-V with the def2-TZVPD basis set",
  "e_lumo_ev": [-1.91, -0.54],
  "homo_lumo_gap_ev": [7.243, 9.120],
  "max_force_ev_per_a": 1.91,
  "de_lowest_kcal_mol": 116.9,
  "spin_multiplicity": 1,
  "homo_ev": [-9.15, -9.65],
  "species": ["C", "C", "N", "O", "O", "F", "F", "Cl", "H", "H"],
  "coordinates": [[-0.249, 0.346, -0.035], [2.433, -0.211, -0.268], [2.885, 1.007, 0.304], [3.004, 1.956, -0.444], [3.055, 1.010, 1.508], [-0.247, 1.651, 0.031], [2.514, -0.279, -1.599], [2.685, -1.668, 0.569], [-0.300, -0.177, 0.904], [-0.478, -0.074, -0.999]],
  "lowdin_charge": [-0.001, -0.701, -0.437, 0.094, 0.044, 0.017, 0.051, 0.781, 0.074, 0.078]
}

***

5.
{
  "formula": "C4H10N2",
  "method": "ωB97M-V with the def2-TZVPD basis set",
  "e_lumo_ev": 0.99,
  "homo_lumo_gap_ev": 9.582,
  "max_force_ev_per_a": 1.94,
  "de_lowest_kcal_mol": 55.2,
  "smiles": "C=CN.C=NC",
  "spin_multiplicity": 1,
  "homo_ev": -8.59,
  "species": ["C", "C", "N", "H", "H", "H", "H", "H", "C", "N", "C", "H", "H", "H", "H", "H"],
  "coordinates": [[3.117, -0.501, 3.390], [2.385, -0.119, 2.343], [1.763, -1.078, 1.477], [3.483, -1.513, 3.540], [3.727, 0.264, 3.867], [2.380, 0.937, 2.104], [1.710, -1.922, 2.027], [0.862, -0.718, 1.200], [-3.458, 1.277, -2.629], [-2.552, 1.011, -1.789], [-1.552, 0.011, -2.287], [-4.275, 1.908, -2.291], [-3.440, 1.081, -3.707], [-1.421, 0.147, -3.366], [-0.622, 0.133, -1.741], [-2.106, -0.918, -2.139]],
  "lowdin_charge": [-0.050, -0.286, 0.019, 0.049, 0.039, 0.096, 0.069, 0.064, -0.110, -0.087, -0.130, 0.058, 0.072, 0.063, 0.059, 0.075]
}

***

6.
{
  "formula": "C8H17N2",
  "method": "ωB97M-V with the def2-TZVPD basis set",
  "e_lumo_ev": -4.60,
  "homo_lumo_gap_ev": 8.556,
  "max_force_ev_per_a": 4.41,
  "de_lowest_kcal_mol": 79.4,
  "spin_multiplicity": 1,
  "charge": 1,
  "homo_ev": -13.16,
  "species": ["C", "C", "C", "C", "C", "C", "C", "C", "N", "N", "H", "H", "H", "H", "H", "H", "H", "H", "H", "H", "H", "H", "H", "H", "H", "H", "H"],
  "coordinates": [[-0.009, -1.780, 1.298], [2.106, 1.086, -0.491], [1.167, 1.638, 0.271], [-0.857, -1.300, -0.918], [0.072, 2.348, -0.355], [1.235, 1.669, 1.779], [-2.058, -2.161, -0.728], [-0.776, -0.453, -2.105], [-1.010, -2.174, 1.884], [0.111, -1.375, -0.017], [0.809, -1.570, 1.918], [2.012, 1.108, -1.588], [3.018, 0.768, -0.161], [0.484, 3.388, -0.482], [-0.650, 2.359, 0.515], [-0.251, 1.939, -1.283], [1.304, 2.752, 2.047], [2.055, 0.956, 2.140], [0.283, 1.538, 2.195], [-2.879, -1.802, -1.286], [-2.175, -2.229, 0.348], [-1.698, -3.108, -0.924], [-1.377, 0.424, -1.911], [-1.202, -0.975, -2.869], [0.342, -0.210, -2.205], [-0.966, -2.227, 2.910], [0.909, -0.610, 0.019]],
  "lowdin_charge": [-0.241, 0.014, -0.482, -0.214, -0.056, -0.049, 0.038, 0.028, 0.150, 0.143, 0.121, 0.086, 0.046, 0.132, 0.109, 0.046, 0.114, 0.118, 0.048, 0.100, 0.065, 0.103, 0.109, 0.076, 0.123, 0.112, 0.159]
}